C37H49BiN5O3PTe | ωB97M-V/def2-TZVPD

Output
Frontier orbital gap ... 7.647 eV
Highest occupied orbital energy ... -7.135 eV
E_LUMO ... 0.019 hartree
Calculated total energy ... -75181.5464 eV
Charge ... 0

Geometry (Å):
Bi -0.020 -0.333 -0.318
C 1.496 2.352 -3.355
C 1.056 2.651 -1.949
C 1.981 2.760 -0.915
C 1.584 3.053 0.384
C 2.604 3.232 1.475
C 0.227 3.222 0.648
C -0.721 3.121 -0.365
C -2.181 3.352 -0.089
C -0.293 2.833 -1.658
H 1.040 3.052 -4.056
H 1.187 1.346 -3.641
H 2.580 2.417 -3.451
H 3.037 2.640 -1.134
H 3.577 2.846 1.169
H 2.296 2.721 2.385
H 2.724 4.292 1.711
H -0.089 3.467 1.657
H -2.487 4.325 -0.480
H -2.392 3.337 0.981
H -2.796 2.595 -0.578
H -1.019 2.768 -2.462
C 1.130 2.954 5.663
C 0.830 1.905 4.627
C 1.816 1.047 4.163
C 1.516 0.083 3.223
C 0.223 -0.103 2.724
N -0.016 -1.160 1.824
C 0.259 -2.441 2.212
C 0.761 -2.793 3.488
C 1.176 -4.070 3.790
C 1.103 -5.105 2.858
C 1.649 -6.473 3.171
C 0.466 -4.818 1.667
C -0.006 -3.542 1.368
N -0.884 -3.425 0.260
C -1.799 -4.359 -0.075
C -2.603 -3.839 -1.062
C -2.122 -2.552 -1.273
N -1.070 -2.321 -0.493
C -0.783 0.800 3.168
C -0.445 1.778 4.101
N -2.155 0.766 2.768
C -3.185 1.350 3.443
C -4.336 1.093 2.748
C -3.915 0.342 1.638
N -2.610 0.148 1.663
H 2.140 2.833 6.050
H 0.432 2.889 6.498
H 1.043 3.956 5.236
H 2.829 1.141 4.538
H 2.301 -0.574 2.871
H 0.836 -2.028 4.245
H 1.584 -4.271 4.775
H 2.272 -6.432 4.064
H 2.252 -6.859 2.348
H 0.845 -7.188 3.359
H 0.329 -5.606 0.934
H -1.842 -5.306 0.431
H -3.429 -4.319 -1.555
H -2.478 -1.801 -1.957
H -1.207 2.470 4.440
H -3.049 1.884 4.366
H -5.337 1.399 2.996
H -4.499 -0.061 0.826
C 4.346 -1.463 0.587
C 2.910 -1.892 0.271
C 2.904 -3.233 -0.460
C 2.195 -0.817 -0.549
H 4.844 -2.212 1.208
H 4.352 -0.511 1.123
H 4.923 -1.335 -0.333
H 2.407 -2.032 1.225
H 3.487 -3.173 -1.383
H 1.886 -3.522 -0.722
H 3.329 -4.018 0.169
H 2.307 -1.015 -1.617
H 2.635 0.165 -0.354
C 0.746 -4.345 -4.605
C 0.215 -3.416 -3.530
O -0.798 -2.551 -4.056
P -0.570 -0.932 -3.973
O 0.177 -0.629 -2.684
Te -2.524 0.236 -4.457
O 0.610 -0.698 -5.069
C 0.360 -1.024 -6.447
C 0.107 0.205 -7.303
H 1.568 -4.936 -4.200
H 1.109 -3.771 -5.458
H -0.037 -5.022 -4.949
H 1.025 -2.823 -3.104
H -0.242 -3.998 -2.722
H -0.485 -1.714 -6.523
H 1.255 -1.539 -6.802
H -0.850 0.659 -7.053
H 0.096 -0.090 -8.353
H 0.895 0.943 -7.149